No. 1
The following is a DFT calculation (the ωB97M-V functional and the def2-TZVPD basis) of C60H141AsF6N7O28S7 as an isolated structure in a non-equilibrium geometry.

net charge: -1
E_tot: -285256.0582 eV
2S+1: 1
Kohn-Sham gap: 8.48 eV

```
250
C60H141AsF6N7O28S7 (the ωB97M-V functional and the def2-TZVPD basis)
As 17.15417 16.95999 16.49110
F 17.89478 18.56944 16.29649
F 15.99512 17.26514 15.20948
F 16.51231 15.37680 16.60488
F 18.21081 16.70419 17.73664
F 16.10093 17.74079 17.56752
F 18.35402 16.36405 15.35681
C 9.89415 15.17349 14.90090
C 11.11663 15.91258 15.45744
C 11.22372 17.33883 14.82940
C 12.02548 18.37844 15.66633
C 11.48661 18.34149 17.05728
C 11.61772 17.00130 17.79197
N 10.91056 16.02699 16.91990
O 10.90292 14.73790 17.53071
C 13.09316 16.60391 18.04600
C 10.80323 17.15518 19.09419
C 12.35974 15.02969 15.13920
H 9.88535 15.07405 13.82306
H 9.05574 15.76852 15.23340
H 9.94068 14.18073 15.39153
H 11.60533 17.22238 13.82048
H 10.20114 17.70251 14.78461
H 12.00016 19.44018 15.27161
H 13.07030 18.06376 15.77708
H 10.40152 18.56744 16.95752
H 11.95137 19.11722 17.71794
H 13.40484 17.22107 18.88991
H 13.21446 15.60851 18.41440
H 13.79260 16.80484 17.21807
H 10.76534 16.16375 19.50454
H 11.43292 17.74756 19.75812
H 9.83263 17.63723 18.86423
H 12.40162 15.00689 14.06817
H 12.21797 14.07527 15.60602
H 13.33425 15.49572 15.55896
H 11.77341 14.37122 17.51590
C 13.30697 20.12885 12.53485
C 14.58867 20.54241 11.77444
C 15.83614 20.25938 12.58641
C 16.02345 18.81432 12.90559
C 16.25843 18.07148 11.55670
C 14.98123 18.26145 10.61952
N 14.75406 19.74402 10.49952
O 13.64169 20.05450 9.70974
C 15.46131 17.60739 9.26860
C 13.80189 17.40262 11.23148
C 14.46891 22.04565 11.42720
H 13.14731 20.75305 13.43632
H 13.31350 19.07949 12.90892
H 12.51768 20.40251 11.81321
H 16.74908 20.63618 12.08899
H 15.80349 20.83747 13.50671
H 15.13740 18.43920 13.48123
H 16.77040 18.61675 13.69042
H 16.40962 16.98808 11.70612
H 17.11327 18.48948 11.06898
H 14.81821 17.67106 8.43696
H 16.40232 18.10335 8.95453
H 15.76271 16.56746 9.46326
H 13.49917 17.51474 12.24165
H 12.97889 17.58148 10.60902
H 13.95286 16.31778 11.20829
H 15.37124 22.21064 10.75006
H 14.60049 22.63667 12.29462
H 13.55744 22.39698 10.89603
H 13.99427 20.12756 8.83540
C 21.45194 17.97234 23.07880
C 20.58064 16.99484 22.25100
C 21.36170 16.43277 21.06272
C 20.88928 15.17741 20.39022
C 20.59412 14.21787 21.48437
C 19.71032 14.67583 22.64390
N 20.16701 15.90662 23.20402
O 19.14047 16.45907 24.11454
C 18.24852 14.54940 22.06830
C 19.82469 13.66018 23.77143
C 19.36584 17.77876 21.77623
H 22.28802 17.27903 23.54699
H 20.97319 18.36520 23.95761
H 21.87854 18.72350 22.45280
H 21.55894 17.24526 20.40938
H 22.33249 16.19567 21.54096
H 21.72130 14.77993 19.74339
H 19.89646 15.33846 19.86637
H 21.57088 13.87996 21.84109
H 20.05212 13.39900 21.08663
H 18.31626 14.98922 21.12608
H 17.88544 13.50690 22.05361
H 17.63224 15.19384 22.71643
H 19.61810 12.57090 23.47339
H 20.79966 13.76686 24.28709
H 19.07600 13.95724 24.54118
H 19.73122 18.77765 21.54688
H 18.66654 17.96920 22.60032
H 18.80709 17.34848 20.93419
H 19.65596 16.39455 24.93601
O 17.40102 13.01521 13.24174
S 16.30043 13.66524 12.60276
O 16.41545 14.32072 11.33243
O 15.03776 12.59980 12.49374
C 14.99117 11.62932 13.53935
C 14.37999 10.29787 13.04062
C 15.66921 14.82978 13.76940
H 14.45514 12.09708 14.39534
H 16.02073 11.49287 13.82273
H 13.44291 10.52674 12.54193
H 14.12101 9.61673 13.87204
H 14.98847 9.79749 12.32384
H 16.41106 15.62791 13.84480
H 15.62033 14.32183 14.75266
H 14.78668 15.28785 13.39530
O 18.36934 12.18144 18.59958
S 19.37768 12.11527 17.55945
O 20.67571 12.64283 17.83217
O 19.45522 10.60822 17.17786
C 20.58624 10.22640 16.33524
C 20.17610 8.95679 15.63887
C 18.74380 12.98381 16.13327
H 21.44709 10.07456 16.98912
H 20.81476 11.00598 15.65310
H 19.85026 8.15748 16.30130
H 20.93590 8.64363 14.95533
H 19.32332 9.14790 15.01362
H 19.32550 12.71407 15.21793
H 18.72405 14.03000 16.38494
H 17.73004 12.49841 15.94714
O 18.89427 22.86884 15.86655
S 18.02413 23.71650 16.59818
O 17.79139 25.04234 16.09930
O 16.65602 23.01898 16.74864
C 16.35104 21.64246 16.29821
C 14.88216 21.44527 16.38678
C 18.54863 23.75183 18.30461
H 16.85760 20.88585 16.85432
H 16.58721 21.56040 15.19798
H 14.47030 20.43187 16.18374
H 14.38174 22.07421 15.63794
H 14.38502 21.68729 17.30481
H 19.56443 24.13238 18.29380
H 18.33006 22.77671 18.74912
H 17.90824 24.47949 18.78340
O 20.90131 11.30654 13.15120
S 22.18924 10.88332 12.66527
O 22.73582 9.64247 13.15865
O 22.10640 10.84240 11.04936
C 20.77568 10.92790 10.40594
C 21.16595 11.16232 8.91024
C 23.41474 12.22023 12.72958
H 20.23777 11.76638 10.76687
H 20.27006 9.95981 10.48338
H 20.21689 11.24369 8.42164
H 21.59764 10.20059 8.54286
H 21.79777 12.02594 8.77057
H 24.35749 11.91691 12.33382
H 23.54753 12.78811 13.69972
H 23.00675 12.95339 12.01797
O 12.80407 21.38811 22.39302
S 12.74360 22.19842 21.16200
O 11.53465 22.76070 20.61861
O 13.76597 23.41695 21.41947
C 15.15499 22.97406 21.86211
C 16.16134 24.02738 21.41213
C 13.43811 21.26782 19.90146
H 15.28700 21.99055 21.44204
H 15.08722 22.97856 22.94006
H 15.76596 24.94747 21.88783
H 16.26199 24.06244 20.31976
H 17.14751 23.83022 21.89383
H 12.67444 20.53111 19.67207
H 14.38408 20.82499 20.17703
H 13.68502 21.83762 19.06851
O 21.45654 19.85376 19.88214
S 21.13563 20.77978 18.84918
O 21.00240 22.17910 19.13095
O 22.24735 20.63894 17.85692
C 22.45262 21.57889 16.79635
C 23.38464 20.91802 15.85265
C 19.79633 20.06108 18.08281
H 22.88905 22.46276 17.23909
H 21.44093 21.71630 16.38161
H 23.48347 21.54027 14.95897
H 23.00109 19.89763 15.57058
H 24.27694 20.79852 16.34698
H 19.66286 20.53114 17.10235
H 18.87470 20.34932 18.60168
H 20.03202 18.99976 17.97812
O 15.00434 11.67444 16.44298
S 14.52206 12.12202 17.75603
O 13.17870 12.58934 17.79579
O 14.60869 10.92687 18.78227
C 15.74842 10.01054 18.95247
C 15.18647 9.08550 20.03937
C 15.48082 13.34333 18.50066
H 16.50981 10.50817 19.54612
H 16.11997 9.49268 18.08939
H 14.19752 8.71958 19.79354
H 15.04224 9.63438 20.95830
H 15.85676 8.27624 20.25910
H 15.21737 14.34121 18.18972
H 16.54813 13.08336 18.38758
H 15.27554 13.30221 19.58236
C 17.06425 19.48938 20.00950
O 17.34510 20.73356 20.14240
N 16.33311 18.77900 20.85468
C 15.98186 17.39726 20.68091
C 16.06052 19.38813 22.12755
H 17.36344 18.95933 19.12919
H 15.00515 17.29546 21.15683
H 16.65236 16.73848 21.21576
H 15.96950 17.10649 19.59440
H 15.85332 18.65683 22.85525
H 16.90746 20.04528 22.38702
H 15.25170 20.09148 22.00933
C 21.82682 15.06467 11.53744
O 22.22424 14.37777 10.56949
N 20.54564 15.50506 11.62914
C 20.09299 16.17430 12.84816
C 19.48186 15.25054 10.62109
H 22.47391 15.37400 12.39152
H 19.43078 15.40067 13.29003
H 19.66674 17.13741 12.62059
H 20.87865 16.41071 13.54791
H 19.04874 16.20056 10.26432
H 20.02377 14.67297 9.77928
H 18.60207 14.72008 10.94422
C 20.55206 21.60602 13.18768
O 21.28935 20.77278 13.78623
N 20.12848 21.62276 11.89433
C 19.15175 22.63720 11.55956
C 20.62192 20.56218 10.89562
H 20.05397 22.43296 13.74128
H 19.72762 23.32509 10.93386
H 18.73501 23.15904 12.43825
H 18.34336 22.20029 10.98942
H 20.36102 19.52869 11.08492
H 20.18887 20.89528 9.95696
H 21.72268 20.63862 10.89098
C 22.03751 15.11916 15.68809
O 22.68960 14.59539 14.75050
N 22.34529 16.30066 16.26989
C 21.40477 16.75764 17.21106
C 23.36477 17.19263 15.72913
H 21.35664 14.52311 16.25894
H 20.69458 17.40969 16.77550
H 21.86036 17.30726 18.11521
H 20.77725 15.93587 17.63915
H 23.12015 17.44507 14.66307
H 23.44075 17.99084 16.46114
H 24.35248 16.68952 15.65148
```

Results of the Löwdin charge analysis, in e, for atoms 1 through 5:
1 As 0.70
2 F -0.26
3 F -0.26
4 F -0.22
5 F -0.20


No. 2
The following is a DFT calculation (the ωB97M-V functional and the def2-TZVPD basis) of a 10-piece molecular cluster, C60H142N10O10 overall in a non-equilibrium geometry.

SMILES string: CC1(C)CCCC(C)(C)N1O.CC1(C)CCCC(C)(C)N1O.CC1(C)CCCC(C)(C)N1O.CC1(C)CCCC(C)(C)N1O.COC[C@H](C)N.COC[C@H](C)N.COC[C@H](C)N.COC[C@H](C)N.COC[C@H](C)N.COC[C@H](C)N
net charge: 0
E_tot: -99888.8041 eV
2S+1: 1
Kohn-Sham gap: 8.33 eV
relative energy (zero: lowest compared OMol25 entry of this formula, charge and spin): 265.4 kJ/mol

```
222
C60H142N10O10 (the ωB97M-V functional and the def2-TZVPD basis)
C 10.94691 -16.31922 -23.94472
C 11.01245 -15.25074 -25.00354
C 12.31620 -15.37197 -25.89415
C 12.18838 -16.53854 -26.88570
C 10.95359 -16.40417 -27.72038
C 9.62785 -16.40950 -26.89097
N 9.84494 -15.25183 -25.93482
O 8.63210 -14.99037 -25.23580
C 8.51322 -16.07202 -27.88306
C 9.30261 -17.74681 -26.21436
C 11.07179 -13.85822 -24.36441
H 11.63628 -17.13430 -24.08844
H 9.88386 -16.70181 -23.74279
H 11.32671 -15.90349 -23.02342
H 12.44763 -14.42909 -26.48854
H 13.18055 -15.44360 -25.16038
H 12.23494 -17.53012 -26.35286
H 13.02734 -16.57549 -27.62930
H 10.82346 -17.18287 -28.49993
H 10.99662 -15.44622 -28.22805
H 8.44703 -16.91049 -28.58124
H 7.53223 -16.08824 -27.38862
H 8.68098 -15.21993 -28.42355
H 8.37616 -17.59963 -25.59545
H 9.05482 -18.51896 -26.95837
H 10.11005 -18.05474 -25.62252
H 11.97006 -13.68176 -23.76702
H 10.19885 -13.76778 -23.70121
H 10.81682 -13.11568 -25.15546
H 8.21609 -14.24904 -25.70861
C 3.34110 -16.43608 -14.79932
C 2.67571 -15.04354 -15.08273
C 1.67390 -14.64431 -14.02129
C 1.29081 -13.12337 -14.10984
C 2.47832 -12.25446 -13.90696
C 3.59286 -12.58837 -14.89203
N 3.78125 -14.08229 -14.93795
O 4.77187 -14.34311 -15.98079
C 3.28891 -11.97565 -16.26922
C 4.84532 -12.07583 -14.20507
C 2.07821 -15.07536 -16.50204
H 3.89375 -16.68958 -15.71810
H 2.66637 -17.27434 -14.55131
H 4.06283 -16.34172 -13.95358
H 0.83222 -15.32220 -14.09171
H 2.21272 -14.58836 -13.09484
H 0.43419 -12.84237 -13.47578
H 0.85551 -13.04165 -15.11108
H 2.79263 -12.41323 -12.85906
H 2.36257 -11.22779 -14.08260
H 3.87406 -12.40505 -17.08895
H 2.27540 -12.20252 -16.53508
H 3.47533 -10.93826 -16.23582
H 5.10004 -12.80111 -13.42654
H 5.70684 -12.10049 -14.89146
H 4.77650 -11.03310 -13.88567
H 1.72475 -16.07889 -16.76891
H 2.89002 -14.85374 -17.16732
H 1.33186 -14.28749 -16.61411
H 5.33728 -14.86974 -15.40157
C 8.77882 -14.39060 -21.59026
C 8.21502 -12.96852 -21.32592
C 6.76189 -12.94193 -21.82622
C 5.77863 -13.66091 -20.88000
C 5.79825 -13.11868 -19.49022
C 7.22133 -13.17537 -18.87079
N 8.18544 -12.60643 -19.85172
O 9.56342 -12.75967 -19.38535
C 7.38208 -12.24174 -17.60588
C 7.52811 -14.61757 -18.41620
C 9.05897 -11.93092 -22.14090
H 9.81203 -14.34735 -21.19017
H 8.88771 -14.52733 -22.63880
H 8.19181 -15.21659 -21.13500
H 6.52379 -11.87960 -22.02686
H 6.64487 -13.54854 -22.74256
H 6.00680 -14.69632 -21.00260
H 4.81511 -13.47181 -21.30717
H 5.08341 -13.53478 -18.77667
H 5.49903 -12.06908 -19.57032
H 6.91649 -11.31209 -17.91956
H 6.91949 -12.71715 -16.70351
H 8.39849 -11.94047 -17.35401
H 6.69214 -14.81126 -17.74835
H 7.55582 -15.37429 -19.20604
H 8.42420 -14.73064 -17.81845
H 10.05214 -11.85849 -21.76036
H 8.57376 -10.98466 -22.01109
H 8.96901 -12.17702 -23.17610
H 9.77749 -13.70113 -19.32590
C 10.35386 -21.18188 -21.42018
C 11.07783 -20.81401 -22.68231
C 12.24632 -21.72424 -23.03016
C 11.66804 -23.07041 -23.59293
C 10.76962 -22.92418 -24.86213
C 9.61128 -22.01502 -24.45335
N 10.15322 -20.81616 -23.87260
O 9.04551 -20.00323 -23.46670
C 8.77915 -21.58240 -25.64563
C 8.61501 -22.74371 -23.51349
C 11.67780 -19.37478 -22.37274
H 10.88762 -20.93753 -20.45571
H 10.27656 -22.26986 -21.21451
H 9.33770 -20.76532 -21.25687
H 12.88977 -21.16726 -23.75752
H 12.83786 -21.97086 -22.14312
H 11.09356 -23.59757 -22.77973
H 12.53852 -23.76859 -23.75051
H 10.54097 -23.96563 -25.24121
H 11.38543 -22.44994 -25.60309
H 9.23705 -20.91421 -26.41314
H 8.50078 -22.40819 -26.25474
H 7.81327 -21.06477 -25.30776
H 8.15094 -23.56138 -24.01721
H 9.10252 -23.11894 -22.64555
H 7.89885 -22.00965 -23.15295
H 12.07258 -18.90739 -23.23485
H 12.42125 -19.62164 -21.59558
H 11.01829 -18.70268 -21.95967
H 8.96279 -19.23261 -24.08261
C 8.89062 -18.57390 -14.64460
C 7.66164 -17.79224 -14.17130
C 7.73281 -16.30355 -14.58072
O 6.63410 -15.52093 -14.14982
C 6.44311 -15.46037 -12.75019
N 6.45501 -18.41058 -14.66540
H 8.88022 -18.70543 -15.74536
H 8.98315 -19.57759 -14.18714
H 9.83459 -18.09441 -14.46030
H 7.79047 -17.82174 -13.10494
H 7.68359 -16.26444 -15.69813
H 8.66385 -15.86281 -14.32453
H 5.96305 -16.36219 -12.32721
H 5.75431 -14.67809 -12.55049
H 7.35686 -15.22236 -12.25405
H 5.70100 -17.73683 -14.59854
H 6.23550 -19.35572 -14.32598
C 2.03865 -20.59535 -19.12543
C 1.16443 -19.36674 -18.80706
C 1.56397 -18.12541 -19.63673
O 0.87913 -17.00203 -19.11323
C 1.11676 -15.89954 -19.93702
N -0.18951 -19.63914 -19.12841
H 2.03721 -20.88545 -20.16363
H 1.54604 -21.45727 -18.64702
H 3.06397 -20.53892 -18.73516
H 1.43811 -19.20528 -17.79064
H 1.17310 -18.30073 -20.68611
H 2.68489 -17.88638 -19.55838
H 2.22268 -15.63071 -20.08550
H 0.60061 -15.07633 -19.46432
H 0.68160 -16.07681 -20.89892
H -0.78938 -18.88561 -19.17882
H -0.51170 -20.29033 -18.40296
C 5.17320 -17.53844 -18.21282
C 5.63814 -18.71785 -18.99827
C 7.12059 -18.61145 -19.53201
O 7.35463 -17.42253 -20.39243
C 6.81207 -17.63141 -21.66487
N 5.61238 -19.89475 -18.03198
H 5.54928 -17.55955 -17.17788
H 4.13771 -17.54938 -18.14792
H 5.49334 -16.66049 -18.71109
H 4.94306 -19.00436 -19.76143
H 7.45224 -19.60563 -20.01626
H 7.83472 -18.50644 -18.76451
H 5.71632 -17.56368 -21.70926
H 7.23343 -18.51566 -22.12642
H 7.15020 -16.82441 -22.32758
H 5.89756 -20.75943 -18.40794
H 6.05177 -19.67557 -17.19134
C 4.03440 -19.02892 -24.21611
C 4.84037 -19.02499 -25.51933
C 4.04586 -19.25443 -26.79964
O 4.99217 -19.28808 -27.82073
C 4.56378 -19.54517 -29.13745
N 5.61908 -17.75320 -25.55712
H 3.61850 -19.97535 -23.92390
H 3.14872 -18.36737 -24.31426
H 4.60437 -18.64167 -23.38713
H 5.61193 -19.76932 -25.47913
H 3.28467 -18.49023 -26.97260
H 3.53611 -20.21747 -26.70754
H 3.66908 -18.92853 -29.33073
H 4.38927 -20.62884 -29.32198
H 5.38067 -19.19370 -29.80508
H 5.89686 -17.48022 -26.50943
H 4.99720 -17.13344 -25.15542
C 1.83803 -19.62517 -14.26123
C 3.37772 -19.83901 -14.09363
C 3.74541 -20.35402 -12.67906
O 3.23844 -19.50957 -11.64262
C 3.98178 -18.39172 -11.23586
N 3.91215 -20.87194 -14.99214
H 1.20059 -20.56474 -14.03453
H 1.69285 -19.47118 -15.36968
H 1.48850 -18.75374 -13.66856
H 3.90394 -18.89103 -14.27409
H 4.85618 -20.38379 -12.70407
H 3.31890 -21.37053 -12.46637
H 3.58040 -18.03826 -10.25311
H 3.97572 -17.51434 -11.93164
H 5.01841 -18.68699 -11.05657
H 3.78876 -20.51583 -15.94394
H 3.40538 -21.72852 -14.86580
C 13.59455 -14.60137 -17.69687
C 13.32526 -15.35649 -18.96926
C 11.97942 -14.96230 -19.57951
O 10.89635 -15.03532 -18.70923
C 10.31253 -16.36593 -18.57299
N 14.30588 -15.05537 -20.03236
H 14.65561 -14.59705 -17.58491
H 13.17184 -14.84045 -16.71792
H 13.31420 -13.56746 -17.89701
H 13.27450 -16.40713 -18.73345
H 11.79968 -15.66666 -20.39123
H 11.99872 -13.91578 -19.96771
H 9.73319 -16.74164 -19.51239
H 9.59127 -16.24837 -17.76215
H 11.10329 -17.02940 -18.32497
H 14.36464 -14.06173 -20.12720
H 15.28156 -15.39219 -19.88231
```

Results of the Löwdin charge analysis, in e, for atoms 1 through 5:
1 C -0.04
2 C -0.50
3 C -0.12
4 C -0.20
5 C -0.16